--- A ---
{"formula": "C3H5NOS", "method": "the ωB97M-V functional and the def2-TZVPD basis", "homo_lumo_gap_ev": 9.9, "homo_energy_ev": -9.08, "lumo_ev": 0.83, "smiles": "O/N=C\\[C@@H]1CS1", "elements": ["O", "N", "C", "C", "C", "S", "H", "H", "H", "H", "H"], "coordinates": [[0.00591, -2.46642, -0.17546], [-1.19724, -1.79756, -0.11602], [-1.01038, -0.51490, 0.16623], [0.30043, 0.16001, 0.12892], [0.69361, 1.12872, 1.11058], [0.48454, 1.79660, -0.56190], [-0.27079, -3.28498, -0.61690], [-1.89657, 0.17853, 0.27904], [1.13621, -0.48326, -0.22966], [0.01101, 1.53009, 1.81056], [1.69890, 0.98520, 1.52888]], "mulliken_charge": [-0.355, -0.463, -0.130, 0.151, -0.701, -0.136, 0.370, 0.312, 0.393, 0.301, 0.257]}

--- B ---
{"formula": "C3H5NOS", "method": "the ωB97M-V functional and the def2-TZVPD basis", "homo_lumo_gap_ev": 8.9, "homo_energy_ev": -8.69, "lumo_ev": 0.22, "elements": ["C", "C", "C", "N", "O", "S", "H", "H", "H", "H", "H"], "coordinates": [[0.69536, 1.55639, -1.23487], [0.23766, 0.37838, -1.25443], [-0.82530, -1.58092, 0.67565], [-0.40480, -0.27092, 0.54316], [-0.83162, -2.17220, 1.69050], [0.08623, 0.48374, 1.95124], [0.96538, 1.99612, -2.18959], [0.67295, 2.39869, -0.39970], [-0.04933, -0.34255, -2.06819], [-1.41628, -1.98950, -0.21430], [0.86974, -0.45724, 2.50052]], "mulliken_charge": [-0.496, 0.099, 0.073, -0.190, -0.465, -0.169, 0.260, 0.199, 0.301, 0.259, 0.128]}

Quick ranking, most stable first: A, B.

--- A ---
{"formula": "C3H5NOS", "method": "the ωB97M-V functional and the def2-TZVPD basis", "homo_lumo_gap_ev": 9.1, "homo_energy_ev": -8.59, "lumo_ev": 0.49, "smiles": "N=C=CCOS", "elements": ["N", "C", "C", "C", "O", "S", "H", "H", "H", "H", "H"], "coordinates": [[-1.64826, -1.85892, -0.34972], [-0.92008, -1.06634, 0.22815], [0.02063, -0.25372, 0.73794], [0.70348, 0.75198, -0.20070], [2.16458, 0.34259, -0.07833], [2.80855, 0.76592, 1.32242], [-2.65302, -1.79933, -0.47686], [0.63245, -0.45091, 1.62426], [0.52067, 0.62997, -1.20872], [0.63982, 1.80558, 0.05276], [2.85493, 2.44413, 1.17021]], "mulliken_charge": [-0.441, 0.274, -0.413, -0.293, -0.277, -0.132, 0.285, 0.334, 0.298, 0.240, 0.125]}

--- B ---
{"formula": "C3H5NOS", "method": "the ωB97M-V functional and the def2-TZVPD basis", "homo_lumo_gap_ev": 9.5, "homo_energy_ev": -9.29, "lumo_ev": 0.21, "smiles": "CN1CSC1=O", "elements": ["C", "N", "C", "S", "C", "O", "H", "H", "H", "H", "H"], "coordinates": [[0.55214, -0.44866, 0.72965], [-0.77602, -0.40939, 0.18025], [-1.21870, 0.23180, -1.02252], [-3.14018, -0.44837, -0.53193], [-1.79674, -1.08559, 0.70301], [-1.99830, -1.76045, 1.61673], [1.12122, 0.24251, 0.28561], [0.53828, -0.19638, 1.92290], [0.99098, -1.40683, 0.66451], [-1.18755, 1.32141, -1.17135], [-0.87542, -0.16698, -2.05303]], "mulliken_charge": [-0.899, 0.140, -0.530, -0.193, 0.376, -0.460, 0.417, 0.247, 0.308, 0.318, 0.275]}

--- C ---
{"formula": "C3H5NOS", "method": "the ωB97M-V functional and the def2-TZVPD basis", "homo_lumo_gap_ev": 9.8, "homo_energy_ev": -9.54, "lumo_ev": 0.22, "elements": ["C", "C", "C", "H", "H", "H", "H", "H", "N", "O", "S"], "coordinates": [[1.11779, 0.00955, 0.80733], [-0.20413, 0.55689, 0.29336], [-0.09309, 1.23561, -0.91589], [0.66599, -1.33988, 2.09751], [1.67404, 1.00726, 1.06847], [2.03573, -0.47825, 0.29394], [-0.89744, 0.85763, 1.21280], [-2.27096, -0.83756, -0.71157], [-0.37276, 1.58444, -2.15061], [1.14546, -0.54013, 2.07034], [-0.79282, -1.04947, -0.41115]], "mulliken_charge": [-0.774, 0.268, 0.183, 0.337, 0.276, 0.409, 0.361, 0.182, -0.483, -0.496, -0.262]}

Quick ranking, most stable first: B, A, C.

--- A ---
{"formula": "C3H5NOS", "method": "the ωB97M-V functional and the def2-TZVPD basis", "homo_lumo_gap_ev": [7.6, 8.8], "homo_energy_ev": [-8.85, -10.08], "lumo_ev": [-1.23, -1.27], "elements": ["C", "C", "C", "N", "O", "S", "H", "H", "H", "H", "H"], "coordinates": [[0.66531, 2.00294, 0.70951], [-1.08652, -1.25742, -1.06192], [-0.01816, 0.88988, 0.26773], [1.06474, 3.01774, 1.03732], [1.74590, -0.33610, 0.67303], [-0.44696, 0.47902, -1.28506], [-2.19702, -1.33156, -1.12052], [-0.80945, -1.49619, -0.07511], [-0.73984, -1.98154, -1.77549], [-0.40513, 0.15225, 1.12665], [2.22713, -0.13903, 1.50385]], "mulliken_charge": [0.059, -0.733, 0.191, -0.338, -0.665, 0.063, 0.313, 0.243, 0.332, 0.269, 0.267]}

--- B ---
{"formula": "C3H5NOS", "method": "the ωB97M-V functional and the def2-TZVPD basis", "homo_lumo_gap_ev": 9.8, "homo_energy_ev": -8.98, "lumo_ev": 0.79, "smiles": "O[C@@H]1N=CCS1", "elements": ["O", "C", "N", "C", "C", "S", "H", "H", "H", "H", "H"], "coordinates": [[-2.36199, 0.35394, -0.22060], [-1.17384, 0.10115, 0.37168], [-0.19651, 1.11618, 0.24795], [0.97330, 0.73478, 0.01777], [1.26766, -0.72447, -0.16572], [-0.36839, -1.51307, -0.21565], [-2.21809, 0.55326, -1.15723], [-1.35405, -0.04587, 1.55703], [1.77547, 1.45373, -0.03467], [1.82008, -0.91895, -1.08451], [1.83635, -1.11070, 0.68396]], "mulliken_charge": [-0.467, 0.080, -0.505, -0.093, -0.441, -0.181, 0.341, 0.289, 0.403, 0.303, 0.270]}

--- C ---
{"formula": "C3H5NOS", "method": "the ωB97M-V functional and the def2-TZVPD basis", "homo_lumo_gap_ev": 9.2, "homo_energy_ev": -8.28, "lumo_ev": 0.89, "smiles": "CC1=NSCO1", "elements": ["C", "C", "N", "S", "C", "O", "H", "H", "H", "H", "H"], "coordinates": [[-0.15183, -1.33064, 1.31276], [-0.07968, -0.04222, 0.47163], [-0.74480, 1.02257, 0.75304], [-0.48919, 2.21969, -0.46248], [0.29285, 1.05751, -1.53556], [0.58739, -0.10400, -0.75847], [-0.96909, -1.94106, 0.99419], [0.77132, -1.89863, 1.13964], [-0.18549, -1.17109, 2.39747], [-0.31296, 0.76148, -2.42839], [1.28149, 1.42639, -1.88382]], "mulliken_charge": [-0.927, 0.641, -0.449, -0.041, -0.223, -0.350, 0.245, 0.303, 0.310, 0.259, 0.231]}

Quick ranking, most stable first: B, C, A.

--- A ---
{"formula": "C3H5NOS", "method": "the ωB97M-V functional and the def2-TZVPD basis", "homo_lumo_gap_ev": 10.2, "homo_energy_ev": -9.64, "lumo_ev": 0.58, "smiles": "N[C@H]1CSC1=O", "elements": ["N", "C", "C", "S", "C", "O", "H", "H", "H", "H", "H"], "coordinates": [[-0.38127, -0.86702, -1.07377], [0.37982, -0.10459, -0.13825], [-0.16538, 1.31165, 0.12638], [-0.29969, 1.05378, 1.90946], [-0.01431, -0.56313, 1.25645], [-0.07076, -1.68229, 1.72477], [-0.16520, -1.82079, -0.98733], [-0.08614, -0.66898, -2.00554], [1.44805, -0.22628, -0.26235], [0.49678, 2.12498, -0.25752], [-1.14189, 1.44268, -0.29231]], "mulliken_charge": [-0.731, 0.416, -0.703, -0.135, 0.274, -0.554, 0.212, 0.229, 0.312, 0.333, 0.347]}

--- B ---
{"formula": "C3H5NOS", "method": "the ωB97M-V functional and the def2-TZVPD basis", "homo_lumo_gap_ev": 10.2, "homo_energy_ev": -9.39, "lumo_ev": 0.78, "smiles": "NC(=O)[C@H]1CS1", "elements": ["N", "C", "O", "C", "C", "S", "H", "H", "H", "H", "H"], "coordinates": [[1.02947, 1.21349, -0.02962], [1.01268, -0.11036, -0.36123], [1.96920, -0.81084, -0.57630], [-0.30575, -0.73715, -0.43725], [-1.20155, -0.47032, 0.77002], [-1.75070, 0.20377, -0.79895], [1.89722, 1.73207, -0.20164], [0.17297, 1.73290, -0.15733], [-0.25139, -1.73766, -0.83819], [-0.90067, 0.33293, 1.43579], [-1.67148, -1.34882, 1.19470]], "mulliken_charge": [-0.397, 0.382, -0.602, -0.179, -0.614, -0.133, 0.262, 0.194, 0.468, 0.324, 0.293]}

Quick ranking, most stable first: B, A.